1.
C5H10N2O | ωB97M-V/def2-TZVPD

```
18
Properties=species:S:1:pos:R:3:mulliken_charge:R:1
C 1.39690 1.55673 0.45066 -0.977
N 0.20963 -0.80877 -0.27757 0.473
C -1.12410 -0.20910 -0.11112 0.612
N 0.70946 -1.74517 0.66480 -0.746
C -0.90797 1.11017 -0.62331 -0.833
C 0.46294 1.34602 -0.70617 0.115
C -2.12240 -0.78345 0.57356 -0.993
O 0.29732 -1.42119 -1.55410 -0.518
H 1.25085 -1.52694 -1.69727 0.324
H 0.04590 -2.51374 0.77430 0.269
H 0.79945 -1.26008 1.55176 0.220
H -1.62610 1.56329 -1.28937 0.318
H 0.81368 1.86282 -1.60332 0.382
H -3.01779 -0.22485 0.79205 0.286
H -2.09941 -1.82453 0.85987 0.219
H 1.47944 2.62492 0.64803 0.346
H 1.02941 1.05110 1.34279 0.227
H 2.40279 1.20276 0.20439 0.276
```

As for the charge: 0. Its HOMO energy (alpha / beta) is -7.43 / -7.43 eV. Its LUMO energy (alpha / beta) is 0.8 / 0.8 eV. Its SMILES is C=C(/C=C\C)N(N)O. The HOMO-LUMO gap (alpha / beta) comes out at 8.2 / 8.2 eV. For the energy relative to the best compared isomer or geometry (same formula, charge and spin), the calculation gives 137.9 kcal/mol.

2.
C4H7NO2 | ωB97M-V/def2-TZVPD

```
14
Properties=species:S:1:pos:R:3:mulliken_charge:R:1
O 2.11545 -0.28255 0.13159 -0.542
C 1.10731 0.17866 -0.71936 -0.666
C -0.28504 -0.04399 -0.11130 0.746
C -0.55023 -1.38693 1.16378 -0.621
N -0.27376 0.00885 1.34778 -0.572
C -1.37773 0.82514 -0.70265 -0.087
O -2.28265 1.28590 -0.05303 -0.470
H 1.86956 0.03666 1.01755 0.360
H 1.21363 1.25807 -0.92483 0.315
H 1.20488 -0.35328 -1.67113 0.317
H 0.45207 -1.83079 0.99446 0.283
H -0.74064 -1.10910 -0.35261 0.234
H -1.13279 0.48294 1.63162 0.343
H -1.28222 1.01884 -1.78908 0.360
```

As for the charge: 0. Its HOMO energy is -8.88 eV. Its LUMO energy is 0.0 eV. The HOMO-LUMO gap comes out at 8.9 eV. For the energy relative to the best compared isomer or geometry (same formula, charge and spin), the calculation gives 127.6 kcal/mol.

3.
H22O11 | ωB97M-V/def2-TZVPD

```
33
Properties=species:S:1:pos:R:3:mulliken_charge:R:1
O 0.90356 0.87157 2.83524 -0.650
H 0.54327 0.52203 2.02683 0.358
H 0.51934 1.70756 3.02158 0.256
O 2.74689 0.95567 -0.84514 -0.611
H 2.51518 1.84607 -1.13960 0.279
H 2.01174 0.65855 -0.38900 0.321
O -2.98253 3.08445 0.88212 -0.617
H -3.44540 2.31217 1.24554 0.347
H -2.24509 2.65692 0.51981 0.405
O -1.76572 -1.06790 -2.44244 -0.623
H -1.43718 -1.92644 -2.34957 0.300
H -0.99693 -0.53029 -2.56724 0.352
O -2.32818 -2.10092 1.80290 -0.703
H -2.50350 -3.02544 1.88061 0.326
H -1.55701 -1.99977 2.32612 0.338
O -0.52344 -2.29949 -0.13786 -0.673
H 0.13621 -2.85343 0.30681 0.282
H -1.32495 -2.24713 0.32455 0.410
O 2.82409 -1.55041 2.14402 -0.627
H 1.96768 -1.38003 2.49615 0.295
H 3.09703 -0.64672 2.01686 0.328
O -0.87412 2.32560 -0.58353 -0.880
H -1.47940 2.60855 -1.27755 0.346
H -0.34225 3.09315 -0.44006 0.297
O -0.12021 1.16048 -3.09992 -0.632
H -0.66591 1.57301 -3.73466 0.290
H -0.14161 1.70174 -2.33463 0.348
O 0.56234 0.12605 0.38627 -0.461
H 0.07132 -0.69765 0.18743 0.236
H 0.04241 0.89757 0.15316 0.425
O 2.57583 -2.07698 -1.07880 -0.605
H 2.01637 -2.04450 -1.83861 0.335
H 2.20014 -1.65404 -0.29736 0.207
```

As for the charge: 0. Its HOMO energy is -10.62 eV. Its LUMO energy is -0.5 eV. Its SMILES is O.O.O.O.O.O.O.O.O.O.O. The HOMO-LUMO gap comes out at 10.2 eV. For the energy relative to the best compared isomer or geometry (same formula, charge and spin), the calculation gives 51.6 kcal/mol.

4.
C7H12F3N2 | ωB97M-V/def2-TZVPD

```
24
Properties=species:S:1:pos:R:3:mulliken_charge:R:1
C 1.27422 -0.43108 -0.31855 -0.520
C 0.01895 -0.80894 -0.23248 -0.303
C 1.13385 1.70614 0.62981 -0.165
C -2.57595 0.20041 -0.90745 -0.927
C 3.16912 0.65161 0.69989 -1.050
C -2.37688 -0.83209 0.11273 -0.520
C -0.74599 -0.33150 2.04096 0.772
N 1.80985 0.59879 0.41268 0.105
N -1.00773 -0.49335 0.68480 0.161
F 0.61632 -0.07975 2.31468 -0.272
F -1.13875 -1.36106 2.79711 -0.268
F -1.50795 0.71736 2.46039 -0.278
H 1.85420 -1.02300 -0.87219 0.541
H -0.22964 -1.60433 -0.95430 0.345
H 1.39572 2.51252 1.25943 0.333
H 0.18203 1.81620 0.12871 0.276
H -1.66358 0.17804 -1.56229 0.314
H -3.44272 -0.12657 -1.47556 0.423
H -2.66714 1.25448 -0.46502 0.237
H 3.56890 -0.34298 0.82433 0.416
H 3.84145 1.38757 0.18523 0.337
H 3.27321 0.87924 1.82072 0.398
H -2.24311 -1.74956 -0.38454 0.328
H -3.21232 -0.87558 0.98595 0.317
```

As for the charge: +1. Its HOMO energy (alpha / beta) is -13.35 / -13.35 eV. Its LUMO energy (alpha / beta) is -5.3 / -5.3 eV. Its SMILES is C=[N+](C)/C=C\N(CC)C(F)(F)F. The HOMO-LUMO gap (alpha / beta) comes out at 8.0 / 8.0 eV. For the energy relative to the best compared isomer or geometry (same formula, charge and spin), the calculation gives 45.4 kcal/mol.

5.
C3H8O | ωB97M-V/def2-TZVPD

```
12
Properties=species:S:1:pos:R:3:mulliken_charge:R:1
C -1.56263 0.10802 -0.05045 -1.116
C -0.19689 -0.53100 -0.28652 -0.279
C 0.94825 0.35347 0.17963 -0.422
O 2.17350 -0.22597 -0.23741 -0.512
H -1.75207 0.26965 1.01778 0.306
H -2.36815 -0.52563 -0.43444 0.315
H -1.63574 1.08068 -0.55129 0.318
H -0.12994 -1.49210 0.23745 0.243
H -0.04635 -0.74131 -1.35257 0.286
H 0.90108 0.46416 1.27407 0.316
H 0.84148 1.36029 -0.25560 0.236
H 2.82745 -0.12026 0.45935 0.309
```

As for the charge: 0. Its HOMO energy is -10.28 eV. Its LUMO energy is 1.0 eV. Its SMILES is CCCO. The HOMO-LUMO gap comes out at 11.3 eV. For the energy relative to the best compared isomer or geometry (same formula, charge and spin), the calculation gives 4.4 kcal/mol.

6.
C5H40N2O13S | ωB97M-V/def2-TZVPD

```
61
Properties=species:S:1:pos:R:3:mulliken_charge:R:1
N 2.17555 1.36020 -1.97492 -0.588
C 1.20975 1.78362 -0.94703 0.708
C 0.87302 3.25914 -1.11436 -0.990
S 0.81384 3.92016 -2.83735 -0.229
C -0.04816 0.87498 -0.96455 -1.002
N -0.59387 0.60123 0.37369 0.518
C -1.72252 1.51907 0.66950 0.001
C -2.73739 0.99201 1.67655 -1.388
H 2.69591 0.55654 -1.63485 0.277
H -0.16783 4.76358 -2.56777 0.154
H 2.82511 2.13570 -2.07967 0.252
H 1.56141 1.71724 0.09622 -0.247
H -0.03261 3.60146 -0.60871 0.322
H 1.63539 3.83843 -0.58870 0.601
H 0.19086 -0.06231 -1.47245 0.335
H -0.78118 1.45195 -1.55473 0.109
H -0.74545 -0.39736 0.45501 0.261
H -2.21705 1.71381 -0.31076 0.442
H -1.28901 2.48094 0.99134 -0.076
H -2.28671 1.09038 2.65818 0.310
H -3.73941 1.40587 1.62460 0.389
H -2.72150 -0.09652 1.69179 0.204
H -2.62130 -3.38230 -1.34983 0.281
H -2.77828 -2.75560 0.00329 0.316
O -2.79042 -3.60863 -0.43091 -0.632
H -0.72105 -0.62618 -3.90041 0.350
H -0.78174 -2.12006 -3.87237 0.262
O -1.18761 -1.36627 -3.45353 -0.637
H 0.69346 0.60700 2.13530 0.254
H 0.50408 1.35491 3.50297 0.321
O 1.14692 1.14668 2.80539 -0.693
H -1.95050 -4.94962 0.39662 0.418
H -0.52114 -5.64673 0.21950 0.408
O -1.17280 -5.30382 0.89676 -0.812
H -1.77248 3.10176 4.24805 0.289
H -0.64361 3.76272 3.43164 0.358
O -0.84025 3.01066 4.02916 -0.654
H 2.79377 3.41632 2.99891 0.285
H 2.02749 2.62717 1.99327 0.293
O 2.40998 3.51678 2.12252 -0.630
H -0.86536 -3.03726 1.95099 0.272
H -0.23907 -3.81148 0.88387 0.366
O -0.16937 -2.89448 1.28670 -0.575
H 0.53662 0.98918 -4.74807 0.333
H 1.42415 0.35768 -3.70841 0.292
O 0.78572 0.13086 -4.40493 -0.735
H 2.40395 -3.26090 -0.01965 0.325
H 1.94161 -2.80669 -1.34493 0.375
O 2.48565 -3.50084 -0.96269 -0.704
H 3.72330 -2.73356 2.45514 0.298
H 2.31513 -2.77130 2.09382 0.311
O 3.17684 -3.03152 1.70833 -0.698
H -2.05818 -1.13347 -2.05701 0.355
H -2.84645 -0.17595 -1.22585 0.268
O -2.54582 -1.09846 -1.19713 -0.608
H 0.90486 -5.80149 -1.73052 0.289
H 1.46927 -4.73961 -0.70308 0.450
O 0.90174 -5.55583 -0.78763 -0.713
H 0.18027 5.24978 1.70933 0.378
H 0.23597 3.82066 1.73847 0.234
O -0.45351 4.50976 1.70584 -0.655
```

As for the charge: 0. Its HOMO energy is -9.06 eV. Its LUMO energy is 0.1 eV. The HOMO-LUMO gap comes out at 9.2 eV. For the energy relative to the best compared isomer or geometry (same formula, charge and spin), the calculation gives 65.4 kcal/mol.

7.
C49H33F5InNO6P2S | ωB97M-V/def2-TZVPD

```
98
Properties=species:S:1:pos:R:3:mulliken_charge:R:1
In 7.79727 -18.02101 -13.12287 1.199
O 6.20462 -16.44394 -8.98078 -0.558
C 6.63946 -16.72073 -10.20953 -0.261
O 7.27542 -17.70999 -10.50694 0.017
C 6.28210 -15.58614 -11.26455 0.462
C 5.86857 -14.34072 -10.80883 -0.334
C 5.55972 -13.33158 -11.73429 -1.014
C 5.76954 -13.68203 -13.09857 -0.768
C 6.23745 -14.93654 -13.44392 1.137
N 6.51707 -15.86255 -12.54793 -0.184
C 6.61915 -15.25865 -14.88536 0.170
O 6.20069 -14.46458 -15.88497 -0.466
O 7.32141 -16.18998 -15.09452 -0.439
H 6.61904 -17.07147 -8.31844 0.637
H 5.75291 -14.12264 -9.74387 0.452
H 5.13907 -12.36693 -11.35836 0.424
H 5.56154 -12.98806 -13.82958 0.453
H 5.93193 -13.62809 -15.49581 0.305
O 7.64639 -18.11576 -7.41411 -1.003
S 8.52778 -18.97762 -8.17756 1.739
C 9.35560 -19.86491 -6.86171 0.347
C 9.15894 -19.53539 -5.49502 -0.649
C 9.79272 -20.30461 -4.55558 -0.739
C 10.45987 -21.50757 -4.90300 -0.978
C 10.45946 -21.89151 -6.24095 -1.340
C 9.96587 -21.04695 -7.20454 0.674
P 10.08870 -21.65889 -8.88107 1.322
C 10.95339 -23.25419 -9.03190 0.611
C 10.25361 -24.23539 -9.84550 -1.084
C 11.03150 -25.36128 -10.13048 -0.743
C 12.35153 -25.53723 -9.69001 -0.773
C 13.01123 -24.50596 -9.10115 -0.800
C 12.30208 -23.32599 -8.80214 0.440
C 8.49411 -21.79446 -9.66750 0.722
C 8.18667 -20.92710 -10.63937 1.397
C 6.85962 -20.84230 -11.17109 -0.613
C 5.96238 -21.65081 -10.49591 -0.881
C 6.31434 -22.61243 -9.56309 -1.009
C 7.57982 -22.79699 -9.14658 -0.437
C 9.78093 -18.03804 -8.88499 0.738
C 9.65079 -16.58415 -8.68239 -0.766
C 10.57101 -15.76501 -9.30113 -0.424
C 11.64222 -16.22894 -10.00224 -1.201
C 11.73823 -17.62248 -10.23591 -0.299
C 10.81091 -18.48886 -9.65714 -0.344
P 11.27858 -20.15521 -9.98570 2.607
C 11.34398 -20.46911 -11.72980 1.257
C 10.99302 -19.55482 -12.67045 -0.446
C 11.14419 -19.92341 -13.99822 -1.188
C 11.57172 -21.18134 -14.37138 -0.897
C 11.89594 -22.11032 -13.38794 -1.112
C 11.79542 -21.74727 -12.09521 -1.222
C 12.97586 -20.22155 -9.39823 0.044
C 14.07685 -20.68756 -10.12403 -0.646
C 15.34397 -20.66896 -9.53704 -0.780
C 15.48765 -20.21440 -8.21637 -0.658
C 14.43691 -19.60064 -7.58309 -0.895
C 13.18664 -19.73815 -8.12127 0.145
H 8.63408 -18.63151 -5.27611 0.600
H 9.72686 -19.94526 -3.52332 0.432
H 10.95414 -22.15717 -4.14682 0.444
H 10.90923 -22.79527 -6.45748 0.671
H 9.27160 -24.02893 -10.30320 0.361
H 10.52180 -26.07805 -10.66957 0.569
H 12.94977 -26.44686 -9.95332 0.371
H 14.01987 -24.60816 -8.77643 0.536
H 12.81221 -22.42626 -8.29534 0.251
H 8.85999 -20.21358 -10.94028 -1.014
H 6.64928 -20.15835 -11.98100 0.114
H 4.95551 -21.56105 -10.82015 0.550
H 5.48326 -23.21008 -9.10522 0.348
H 7.91364 -23.55712 -8.36149 0.435
H 8.79729 -16.19245 -8.08874 0.567
H 10.44315 -14.67130 -9.24668 0.447
H 12.25921 -15.59499 -10.60655 0.433
H 12.61438 -17.89022 -10.84534 0.422
H 10.55680 -18.56749 -12.54628 0.722
H 10.78835 -19.20522 -14.75128 0.408
H 11.60936 -21.53560 -15.38975 0.459
H 12.21948 -23.08566 -13.70469 0.530
H 11.99651 -22.45825 -11.35774 0.736
H 13.90031 -21.12565 -11.07605 0.642
H 16.21135 -21.10820 -10.02183 0.465
H 16.41369 -20.29370 -7.81130 0.610
H 14.58053 -19.18434 -6.61655 0.501
H 12.25693 -19.43062 -7.55528 0.131
F 11.11028 -11.85996 -14.97796 -0.303
C 10.64847 -12.99468 -14.43345 0.326
C 10.88422 -14.20297 -15.13889 0.261
F 11.61250 -14.19711 -16.28254 -0.306
C 10.51703 -15.45015 -14.64712 0.569
F 10.90235 -16.55152 -15.37901 -0.319
C 9.74355 -15.47881 -13.46613 -0.961
O 9.56960 -16.64954 -12.85730 -0.377
C 9.36777 -14.24241 -12.87487 0.148
F 8.70220 -14.20158 -11.70661 -0.444
C 9.81716 -13.04758 -13.35639 0.623
F 9.41068 -12.02711 -12.60508 -0.304
```

As for the charge: +2. Its HOMO energy is -11.58 eV. Its LUMO energy is -6.0 eV. The HOMO-LUMO gap comes out at 5.6 eV. For the energy relative to the best compared isomer or geometry (same formula, charge and spin), the calculation gives 86.7 kcal/mol.